# 1
18
Properties=species:S:1:pos:R:3 method="wB97M-V/def2-TZVPD" homo_energy_ev=-14.64 e_tot_ha=-306.2919 e_above_lowest_kj_mol=240.5 mol_weight_da=99.2 smiles="C[C@@H]1NC1=[N+](C)C" charge=+1 gap_ev=11.37
N -0.987 1.490 -0.071
N 1.045 0.090 0.212
C -0.203 0.452 0.151
C 2.100 1.149 0.173
C 1.383 -1.189 0.820
C -2.618 -0.509 -0.567
C -1.748 0.342 0.361
H 3.104 0.994 -0.432
H 1.609 2.072 -0.197
H -3.694 -0.258 -0.377
H -2.505 -0.152 -1.558
H -2.609 -1.606 -0.569
H 0.513 -1.881 0.737
H -1.997 0.358 1.462
H 2.269 -1.685 0.320
H -1.099 2.256 -0.710
H 1.582 -1.108 1.941
H 2.365 1.143 1.258



# 2
18
Properties=species:S:1:pos:R:3 method="wB97M-V/def2-TZVPD" homo_energy_ev=-14.26 e_tot_ha=-306.1848 e_above_lowest_kj_mol=521.7 mol_weight_da=99.2 charge=+1 gap_ev=9.01
N -0.963 0.376 0.259
N -0.025 -0.145 0.849
C 3.012 0.135 -0.900
C 0.356 -1.447 0.755
C 2.402 0.255 0.127
C -1.115 1.788 0.290
C -1.749 -0.406 -0.662
H -1.085 2.161 -0.751
H -2.026 -1.467 -0.172
H -0.856 -0.706 -1.339
H -2.585 -0.080 -1.230
H -0.211 2.190 0.771
H 0.578 -1.683 -0.250
H -2.016 2.167 0.774
H 1.247 -1.592 1.293
H 3.541 -0.119 -1.802
H -0.475 -2.143 1.003
H 1.969 0.716 0.984



# 3
18
Properties=species:S:1:pos:R:3 method="wB97M-V/def2-TZVPD" homo_energy_ev=-13.42 e_tot_ha=-306.3287 e_above_lowest_kj_mol=143.8 mol_weight_da=99.2 smiles="C=NC(=C)CC[NH3+]" charge=+1 gap_ev=10.01
N -1.658 -1.464 -0.146
N 0.156 0.353 -1.062
C 0.567 0.615 0.278
C 1.367 1.527 0.799
C 0.706 0.921 -2.040
C -1.117 -1.007 1.166
C 0.331 -0.668 1.088
H -1.529 -2.464 -0.138
H 0.662 -0.428 2.099
H 0.956 -1.403 0.581
H -2.647 -1.259 -0.309
H 0.552 0.609 -3.077
H 1.714 2.387 0.227
H 1.333 1.811 -2.050
H -1.687 -0.131 1.459
H 1.782 1.573 1.789
H -1.132 -1.048 -0.929
H -1.292 -1.749 1.940



# 4
19
Properties=species:S:1:pos:R:3 method="wB97M-V/def2-TZVPD" homo_energy_ev=-3.02 e_tot_ha=-381.7979 e_above_lowest_kj_mol=124.2 mol_weight_da=115.2 smiles="C=C(N)C[C@H](N)C[O-]" charge=-1 gap_ev=7.30
O 2.070 0.451 -0.581
N -0.191 0.649 2.372
N 0.337 -1.090 -1.680
C -1.989 -0.871 -1.691
C 0.339 0.099 1.098
C -0.796 -0.592 -1.169
C -0.496 0.500 -0.089
C 1.827 0.567 0.690
H -1.470 1.014 0.248
H 2.271 -0.086 1.433
H -1.979 -1.615 -2.494
H 1.881 1.694 0.861
H -2.942 -0.540 -1.264
H -0.057 1.393 -0.629
H 0.070 0.442 3.288
H 0.440 -0.996 1.192
H -1.096 1.038 2.387
H 1.408 -0.564 -1.384
H 0.374 -1.492 -2.587



# 5
19
Properties=species:S:1:pos:R:3 method="wB97M-V/def2-TZVPD" homo_energy_ev="-5.12 / -9.02" multiplicity=2 e_tot_ha=-381.7760 e_above_lowest_kj_mol=57.0 mol_weight_da=115.2 gap_ev="6.04 / 9.91"
O -1.299 1.748 2.968
N 1.424 -2.378 -2.120
N -0.172 -0.825 -1.084
C 0.589 1.213 0.071
C 0.140 -1.885 -1.951
C -1.043 1.082 2.000
C 0.812 -0.281 -0.174
C -0.754 1.642 0.628
H -1.007 -0.028 2.075
H -1.141 -0.784 -0.828
H 0.853 -0.840 0.769
H 2.227 -1.785 -2.211
H 0.889 1.799 -0.789
H 1.329 1.486 0.815
H -1.613 1.326 0.025
H 1.788 -0.354 -0.634
H -0.809 2.729 0.705
H -0.688 -2.506 -2.240
H 1.545 -3.291 -2.511



# 6
19
Properties=species:S:1:pos:R:3 method="wB97M-V/def2-TZVPD" homo_energy_ev=-12.28 e_tot_ha=-381.3933 e_above_lowest_kj_mol=710.6 mol_weight_da=115.2 charge=+1 gap_ev=3.70
O -3.435 -1.663 -0.350
N 4.114 -1.538 1.062
N 0.142 2.128 -1.460
C -0.062 0.908 -0.766
C -2.011 0.024 0.524
C -1.476 0.314 -0.877
C -2.944 -1.144 0.610
C 0.836 0.304 -0.022
H -2.535 0.881 0.958
H 4.829 -0.853 0.896
H -2.044 1.141 -1.304
H -1.504 -0.589 -1.491
H 0.725 2.755 -0.906
H 3.257 -1.563 0.592
H 1.654 0.848 0.484
H 4.371 -2.286 1.677
H 0.500 2.038 -2.414
H -3.273 -1.441 1.621
H -1.145 -0.263 1.164



# 7
19
Properties=species:S:1:pos:R:3 method="wB97M-V/def2-TZVPD" homo_energy_ev=-11.89 e_tot_ha=-381.4886 e_above_lowest_kj_mol=460.5 mol_weight_da=115.2 charge=+1 gap_ev=8.32
O 1.762 1.064 -0.470
N -0.253 1.197 0.591
N -2.683 0.561 -0.269
C 0.878 1.653 0.302
C 2.486 -1.157 0.253
C -0.452 -0.150 0.515
C 1.650 -0.277 -0.519
C -1.562 -0.519 -0.317
H 2.128 -2.118 0.089
H -3.308 0.168 0.393
H -1.963 -1.531 -0.079
H 3.545 -1.134 -0.068
H 1.145 2.746 0.575
H -1.107 -0.671 -1.389
H 1.327 -0.575 -1.495
H 2.435 -0.843 1.366
H -2.314 1.429 0.056
H -0.403 -0.564 1.548
H -3.310 0.722 -1.082



# 8
19
Properties=species:S:1:pos:R:3 method="wB97M-V/def2-TZVPD" homo_energy_ev=-13.27 e_tot_ha=-381.5110 e_above_lowest_kj_mol=401.6 mol_weight_da=115.2 charge=+1 gap_ev=9.63
O -1.487 0.752 0.313
N 1.016 3.022 0.505
N -0.315 0.339 -0.162
C 1.069 -1.633 -0.552
C -1.406 -1.646 0.202
C -2.305 -0.468 0.467
C -0.198 -0.905 -0.268
C 0.872 2.120 -0.456
H 0.392 3.908 0.570
H 0.346 2.574 -1.279
H -3.147 -0.330 -0.228
H 1.391 -2.077 0.483
H 1.549 2.728 1.350
H -1.198 -2.228 1.132
H 1.651 1.457 -0.541
H 1.860 -0.883 -0.830
H -1.705 -2.239 -0.733
H -2.840 -0.496 1.546
H 1.006 -2.506 -1.227



# 9
19
Properties=species:S:1:pos:R:3 method="wB97M-V/def2-TZVPD" homo_energy_ev="-11.95 / -11.86" e_tot_ha=-381.5351 e_above_lowest_kj_mol=338.4 mol_weight_da=115.2 charge=+1 gap_ev="7.46 / 6.86"
O 1.450 -0.072 1.589
N 1.595 -2.439 0.097
N -0.227 0.800 0.494
C 0.666 -0.235 0.482
C -0.083 -1.692 -1.488
C 0.817 -1.440 -0.326
C -1.601 2.846 0.466
C -0.941 1.717 -0.254
H -1.658 3.759 -0.157
H -2.627 2.797 0.809
H 2.338 -2.274 0.860
H 1.778 -0.945 1.959
H 0.447 -2.304 -2.166
H 1.849 -3.113 -0.715
H -0.350 -0.790 -2.020
H -1.043 2.991 1.327
H -1.058 -2.171 -1.151
H 0.067 1.265 1.369
H -1.418 1.300 -1.174



# 10
19
Properties=species:S:1:pos:R:3 method="wB97M-V/def2-TZVPD" homo_energy_ev=-14.38 e_tot_ha=-381.5565 e_above_lowest_kj_mol=282.1 mol_weight_da=115.2 charge=+1 gap_ev=9.89
O 2.094 -0.415 -0.690
N 0.190 0.970 0.193
N 0.702 1.225 -2.024
C 0.170 -0.184 2.380
C -1.170 -1.039 0.397
C -0.173 1.405 -1.030
C -1.876 -0.784 -0.720
C -0.268 0.048 0.963
H -1.074 2.011 -1.062
H -1.112 -1.958 0.791
H 1.944 -1.346 -0.540
H 0.747 1.774 -2.853
H 2.064 0.061 0.181
H -0.728 -0.716 2.876
H -1.637 0.072 -1.388
H 1.477 0.604 -1.896
H -2.702 -1.482 -0.975
H 0.414 0.729 2.970
H 0.939 -0.976 2.426



# 11
19
Properties=species:S:1:pos:R:3 method="wB97M-V/def2-TZVPD" homo_energy_ev="-9.57 / -14.24" multiplicity=3 e_tot_ha=-381.3454 e_above_lowest_kj_mol=509.8 mol_weight_da=115.2 charge=+1 gap_ev="4.77 / 5.38"
O 3.569 -0.207 -0.146
N 1.217 -0.073 -0.506
N -1.373 -0.312 0.179
C -1.550 -0.924 -0.951
C -1.887 1.080 0.087
C 1.014 -0.295 0.720
C -0.400 -0.526 1.294
C 2.551 -0.279 -1.067
H -1.937 -0.456 -1.886
H 1.556 -0.440 1.663
H 2.533 0.498 -1.916
H 2.606 -1.293 -1.560
H -0.637 -1.597 1.593
H -1.244 -1.930 -0.965
H 3.915 0.726 -0.234
H -2.580 1.044 0.955
H -0.536 0.095 2.069
H -1.263 1.938 0.386
H -2.411 1.396 -0.806



# 12
21
Properties=species:S:1:pos:R:3 method="wB97M-V/def2-TZVPD" homo_energy_ev="-9.55 / -14.18" multiplicity=3 e_tot_ha=-854.7731 e_above_lowest_kj_mol=255.1 mol_weight_da=163.2 charge=+1 gap_ev="6.36 / 5.57"
S 0.492 -1.617 -0.402
O -2.503 0.885 -0.266
O -0.848 -0.571 -0.466
N -0.644 1.110 1.047
N 1.864 -0.759 -0.475
C -3.407 -0.011 -1.039
C 3.272 1.247 -0.422
C -1.355 0.552 0.167
C 0.277 -1.959 1.325
C 2.015 0.506 -0.488
H 1.121 1.130 -0.606
H 1.245 -2.562 1.492
H -3.824 0.486 -1.835
H -2.763 -0.858 -1.288
H 3.182 1.874 0.434
H -0.905 2.030 1.461
H -0.577 -2.541 1.553
H 4.085 0.585 -0.249
H 0.162 -1.073 1.896
H -4.286 -0.338 -0.557
H 3.397 1.884 -1.283